# 1
C34H21Cl60N2O5PS | ωB97M-V with the def2-TZVPD basis set

```
! RIJCOSX wB97M-V def2-TZVPD def2/J DEFGRID3
* xyz 0 1
C 3.4564 -0.7415 -1.8579
C 3.1213 -0.2967 -0.7621
C 2.3094 -0.2222 0.5957
C 0.7682 0.0932 0.3798
P 0.7030 1.4042 -1.0054
O 1.8684 2.6233 -0.7641
O 0.7614 0.7143 -2.5654
C -0.2260 -1.1950 0.2814
C -1.4482 -1.1206 -0.7221
C -2.8619 -0.7688 -0.0818
C -3.6883 -2.0633 0.4122
N -3.2777 -2.5512 1.7546
O 0.6663 -2.1503 -0.4144
C 0.5745 -3.4379 0.1543
O -0.3952 -4.1610 0.0831
C 1.8726 -3.9411 0.9374
C 2.0355 -3.8385 2.4186
C 3.2950 -4.2871 3.1293
C 4.4086 -4.8335 2.2578
C 4.2534 -4.9643 0.7758
C 2.9734 -4.5067 0.1006
N -0.4564 -1.4972 1.7050
C -0.8137 -0.2562 2.4526
O -1.5190 -0.1296 3.4114
C -0.0305 0.8558 1.5762
S 0.9532 1.7619 2.8637
C -0.9931 2.0142 1.0697
C -1.6481 3.0024 0.7488
H 3.8744 -1.1621 -2.8109
H 2.4154 -1.1878 1.1988
H 2.8551 0.5633 1.2140
H 2.3946 2.7780 -1.5838
H 1.5532 1.0490 -3.0437
H -1.2976 -0.4308 -1.6019
H -1.5553 -2.1661 -1.1659
H -2.8422 0.0537 0.6968
H -3.4935 -0.3528 -0.9366
H -3.6068 -2.8234 -0.4198
H -4.7782 -1.7180 0.4150
H -3.0815 -3.5589 1.6255
H -4.1009 -2.5561 2.3777
H 1.2236 -3.4212 3.0830
H 3.4279 -4.1892 4.2511
H 5.3597 -5.1405 2.7747
H 5.0650 -5.3792 0.1212
H 2.8699 -4.5903 -1.0220
H 0.3867 -1.7571 2.2518
H 1.5339 0.7482 3.6214
H -1.8734 4.0969 0.6237
C 6.9205 1.5165 -3.3741
Cl 5.4241 0.7461 -2.8032
Cl 7.8886 2.0001 -1.9724
Cl 7.8393 0.3624 -4.3609
Cl 6.5264 2.9466 -4.3493
C -2.0426 6.7923 -1.1219
Cl -3.2879 6.1356 -2.1989
Cl -2.6950 6.9215 0.5255
Cl -0.6339 5.7137 -1.1146
Cl -1.5548 8.3992 -1.6934
C -5.6378 -5.4302 -0.3353
Cl -6.7008 -6.7172 -0.9446
Cl -6.5803 -4.3157 0.6763
Cl -4.3347 -6.1482 0.6307
Cl -4.9342 -4.5388 -1.6979
C -6.0797 8.1447 -4.3350
Cl -5.9182 6.4333 -3.8921
Cl -7.7664 8.6515 -4.1250
Cl -5.0335 9.1273 -3.2931
Cl -5.6018 8.3653 -6.0294
C -5.2384 1.6767 -2.5650
Cl -6.7346 0.9248 -1.9777
Cl -4.2207 2.1240 -1.1839
Cl -4.3636 0.5264 -3.5955
Cl -5.6368 3.1277 -3.5074
C 9.4247 -1.0902 0.0027
Cl 9.7618 -2.4184 1.1252
Cl 7.7893 -1.2885 -0.6484
Cl 9.5391 0.4577 0.8640
Cl 10.6020 -1.1166 -1.3243
C 5.2029 -5.0878 7.4363
Cl 4.6501 -4.0164 8.7370
Cl 4.3162 -4.7116 5.9418
Cl 6.9392 -4.8465 7.1669
Cl 4.9028 -6.7753 7.8910
C -11.8700 8.6219 -4.4352
Cl -11.4653 7.2969 -3.3270
Cl -13.5349 8.4218 -5.0141
Cl -11.7214 10.1713 -3.5836
Cl -10.7563 8.5981 -5.8154
C -9.3930 -1.8647 3.1825
Cl -9.9733 -2.5872 4.6950
Cl -10.7511 -1.1069 2.3292
Cl -8.1636 -0.6387 3.5453
Cl -8.6822 -3.1284 2.1580
C -8.9462 -4.6402 -3.9201
Cl -8.3482 -6.0566 -4.8066
Cl -8.6772 -3.1785 -4.8900
Cl -10.6822 -4.8295 -3.6047
Cl -8.0769 -4.4981 -2.3814
C 9.2477 -6.1033 2.8178
Cl 9.3651 -7.8097 3.2908
Cl 7.5529 -5.5741 2.9194
Cl 10.2419 -5.1167 3.9061
Cl 9.8243 -5.9069 1.1544
C -7.2145 12.2590 -7.5564
Cl -7.8048 11.3600 -8.9677
Cl -7.1054 11.1660 -6.1641
Cl -5.6096 12.9283 -7.9103
Cl -8.3380 13.5815 -7.1854
C -3.1417 11.9022 -0.5236
Cl -3.6507 12.9568 0.8093
Cl -4.0804 12.2924 -1.9780
Cl -1.4152 12.1522 -0.8497
Cl -3.4177 10.2080 -0.0782
C 13.0997 -2.1181 5.2719
Cl 12.5188 -1.0467 6.5607
Cl 12.2463 -1.7446 3.7618
Cl 14.8420 -1.8778 5.0426
Cl 12.7899 -3.8068 5.7222
C 11.2529 -11.5465 3.4060
Cl 10.0047 -10.4882 4.0936
Cl 11.2150 -13.1171 4.2292
Cl 10.9427 -11.7776 1.6750
Cl 12.8466 -10.8002 3.6273
*
```

* orbital gap: 0.2676 Eh
* LUMO: -0.042 eV

Mulliken atomic charge list, values in e, 99 entries: -0.72 -0.05 -0.28 0.97 -0.08 -0.49 -0.51 0.63 -0.94 0.40 -0.33 -0.44 -0.40 0.22 -0.53 0.54 -0.19 -0.49 0.85 -0.45 -0.27 0.09 -0.30 -0.54 1.40 -0.28 -1.20 0.05 0.60 0.14 0.43 0.28 0.36 0.26 0.32 0.41 -0.74 -0.15 0.36 0.19 0.28 0.43 0.04 -0.45 0.38 0.40 0.18 0.18 -0.12 0.25 -0.07 -0.05 -0.10 -0.12 0.27 0.05 -0.18 -0.06 -0.08 0.19 -0.06 -0.01 -0.10 -0.05 0.07 -0.05 0.00 0.05 -0.07 0.30 -0.10 -0.07 -0.12 -0.07 0.20 0.02 -0.01 -0.11 -0.10 0.31 -0.10 -0.13 -0.06 -0.09 0.34 -0.09 -0.11 -0.10 -0.07 0.35 -0.10 -0.10 -0.09 -0.05 0.27 -0.11 -0.10 -0.10 0.05

***

# 2
C2H5N5 | ωB97M-V with the def2-TZVPD basis set

```
! RIJCOSX wB97M-V def2-TZVPD def2/J DEFGRID3
* xyz 0 1
C -1.1763 1.2057 0.0088
C 0.0498 0.4744 0.0147
N -2.2014 0.3900 0.0002
N -2.1353 -0.7891 -0.0214
N -0.1330 -0.8124 0.0326
N 1.2489 1.1188 -0.0736
N 0.8367 -1.8027 0.0059
H -1.2784 2.2692 0.0348
H 1.2610 2.0849 0.2106
H 2.0686 0.5793 0.1527
H 0.9595 -2.1449 -0.9482
H 0.4999 -2.5731 0.5829
*
```

* energy relative to the best compared isomer or geometry (same formula, charge and spin): 79.2 kcal per mole
* orbital gap: 0.3333 Eh
* LUMO: 0.945 eV

And the natural (NBO) charges, in e, turn out to be: -0.30 0.38 -0.08 0.04 -0.30 -0.80 -0.66 0.21 0.39 0.40 0.36 0.37

***

# 3
C3H11N3O | ωB97M-V with the def2-TZVPD basis set

```
! RIJCOSX wB97M-V def2-TZVPD def2/J DEFGRID3
* xyz 0 1
C -0.4026 1.5285 0.4849
N 0.8166 1.7749 1.1810
N -1.3150 0.7169 1.2238
H -2.2475 0.7965 0.8310
H -1.0573 -0.2886 1.0504
H 0.7764 2.5865 1.7835
H 1.1364 0.9653 1.7005
H -0.8686 2.4628 0.1667
H -0.0832 0.8412 -0.4802
C 1.6985 -1.0749 -0.7963
C 0.2448 -0.9216 -1.1164
O -1.8952 -1.6198 -0.9684
N -0.6035 -1.5725 -0.3855
H -2.3949 -2.1877 -0.3659
H -0.0005 -0.7069 -2.1589
H 2.1543 -1.8159 -1.4541
H 1.8322 -1.3626 0.2444
H 2.2092 -0.1221 -0.9407
*
```

* SMILES: C/C=N/O.NCN
* energy relative to the best compared isomer or geometry (same formula, charge and spin): 78.1 kcal per mole
* orbital gap: 0.3647 Eh
* LUMO: 1.045 eV

And the natural (NBO) charges, in e, turn out to be: -0.03 -0.86 -0.86 0.36 0.37 0.36 0.36 0.19 0.13 -0.65 0.02 -0.58 -0.18 0.48 0.20 0.23 0.23 0.23

***

Number 1: total energy -30144.3691 Ha. Number 2: total energy -352.8886 Ha. Number 3: total energy -360.3129 Ha.